[1]
C2H7S3 | ωB97M-V/def2-TZVPD

Positions of all 12 atoms, in Å:
C (0.771, -0.555, 1.108)
C (-0.721, -0.386, 0.877)
S (-1.237, 1.326, 0.933)
H (1.141, 0.290, 1.715)
H (1.202, -0.399, 0.092)
H (1.196, -1.507, 1.458)
H (-1.267, -0.834, 1.708)
H (-1.049, -0.885, -0.045)
S (0.410, -0.243, -2.536)
S (0.560, 1.680, -1.672)
H (-0.730, -0.021, -3.149)
H (-0.276, 1.535, -0.489)

## Properties
- LUMO level: 3.279 eV
- Total energy: -1274.98453 hartree
- Charge: -1
- Energy above the lowest of the compared OMol25 structures with the same formula, charge and spin: 70.33 kJ/mol

natural (NBO) atomic charge list, values in e, 5 entries: -0.639 -0.539 -0.483 0.211 0.208



[2]
CH5Cl2N2PS | ωB97M-V/def2-TZVPD

Positions of all 12 atoms, in Å:
C (1.148, 0.976, -0.235)
N (0.522, -1.486, 0.441)
N (0.177, 0.064, 0.356)
P (-1.380, -0.007, -0.295)
S (-1.574, -0.343, -2.222)
Cl (-2.383, -1.165, 1.030)
Cl (-2.124, 1.763, 0.185)
H (1.885, 1.283, 0.431)
H (1.595, 0.451, -0.997)
H (0.557, 1.840, -0.644)
H (-0.003, -1.839, 1.255)
H (1.581, -1.538, 0.694)

## Properties
- LUMO level (spin up / spin down): 0.713 / -3.346 eV
- Total energy: -1810.39151 hartree
- Charge: 0
- 2S+1: 3
- ⟨S²⟩: 2.01

natural (NBO) atomic charge list, values in e, 5 entries: -0.418 -0.683 -0.606 1.074 -0.096



Q: Which formula does entry 2 have?
A: CH5Cl2N2PS



Q: Which of these has the highest total energy?
A: C2H7S3



Q: Which of these has the highest total energy?
A: C2H7S3